(1)
Computed, not measured: a cluster of 2 separate species, C5H16N3 in total, with ωB97M-V with the def2-TZVPD basis set.

Each line ends with the Löwdin charge.
Cartesian coordinates (Å):
C  0.326310  -0.234589  -3.305116  -0.031
N  -0.228327  -0.165091  -1.946208  0.012
C  -1.217230  0.594839  -1.566500  -0.101
N  -1.740258  0.763412  -0.300927  0.169
H  0.705212  -1.234022  -3.518124  0.097
H  1.133360  0.505440  -3.433058  0.102
H  -0.446465  0.005028  -4.088328  0.114
H  0.456347  -0.481426  -1.258932  0.120
H  -1.804692  1.141973  -2.365489  0.178
H  -1.424112  0.435844  0.640764  0.066
H  -2.601681  1.253779  -0.356229  0.102
C  1.054794  -1.887106  1.045005  -0.119
C  1.132034  -0.434638  1.456616  -0.305
N  -0.208882  0.064617  1.849961  -0.191
C  -0.210440  1.516151  2.169585  -0.130
H  2.109502  -2.215667  0.727097  0.106
H  0.286440  -2.052750  0.205813  0.082
H  0.747381  -2.540655  1.911613  0.091
H  1.373269  0.103921  0.534403  0.095
H  1.876668  -0.340906  2.265672  0.128
H  -0.602162  -0.521666  2.594421  0.130
H  -1.279480  1.792282  2.373996  0.089
H  0.424810  1.801755  3.078072  0.105
H  0.137604  2.129476  1.285893  0.091

Cartesian forces (eV/Å) of the 2 atoms listed first:
C -0.6 0.9 -1.3
N 1.1 0.3 0.2

The LUMO energy is -3.22 eV. As for the energy relative to the best compared isomer or geometry (same formula, charge and spin): 35.6 kcal per mole. The value obtained for the HOMO energy is -13.213 eV. For the HOMO-LUMO gap, the calculation gives 9.99 eV. Its electronic energy is -9908.1733 eV. The net charge is +1.

(2)
Computed, not measured: a cluster of 2 separate species, C3H3F2NO in total, with ωB97M-V with the def2-TZVPD basis set.

Each line ends with the Löwdin charge.
Cartesian coordinates (Å):
C  -1.431774  0.501612  -0.030552  -0.058
C  -0.380811  -1.499541  -0.346584  -0.156
C  0.656403  -0.484287  -0.347905  -0.234
N  1.398919  0.361836  -0.172234  0.194
O  -1.496812  -0.812447  0.162647  -0.045
F  -2.524791  1.010234  0.530157  0.061
F  2.625965  2.775500  0.843110  -0.211
H  -0.588753  -1.773212  -1.518150  0.197
H  -0.094139  -2.277860  0.393743  0.150
H  1.835796  2.198163  0.485765  0.102

Cartesian forces (eV/Å) of the 2 atoms listed first:
C -1.5 0.0 0.3
C 0.3 -0.2 -2.6

The LUMO energy is 0.05 eV. As for the energy relative to the best compared isomer or geometry (same formula, charge and spin): 72.6 kcal per mole. The value obtained for the HOMO energy is -10.648 eV. For the HOMO-LUMO gap, the calculation gives 10.70 eV. Its electronic energy is -12128.4371 eV.